{
  "formula": "C23H21F3N4O4PdS",
  "method": "ωB97M-V/def2-TZVPD",
  "species": ["Pd", "C", "O", "C", "C", "C", "C", "C", "C", "N", "N", "C", "C", "O", "C", "C", "C", "C", "C", "C", "C", "C", "H", "H", "H", "H", "H", "H", "H", "H", "H", "H", "H", "H", "H", "F", "C", "F", "F", "C", "O", "O", "S", "C", "N", "C", "C", "C", "N", "H", "H", "H", "H", "H", "H", "H", "H"],
  "positions_angstrom": [[-0.4728, 0.5184, -0.1077], [-0.4424, -2.6033, 2.4540], [0.1575, -1.7522, 1.4926], [1.2083, -2.2194, 0.7748], [1.6175, -3.5468, 0.7766], [2.7410, -3.9311, 0.0564], [3.4685, -2.9983, -0.6621], [3.0585, -1.6739, -0.6744], [1.9246, -1.2822, 0.0167], [1.4753, 0.0754, 0.0030], [2.3871, 0.9356, -0.0804], [2.1434, 2.2634, 0.0763], [0.9922, 2.7601, 0.7441], [-0.0215, 2.0590, 1.0983], [0.9946, 4.1460, 1.1347], [2.0127, 4.9681, 0.8094], [3.1686, 4.5049, 0.1001], [4.2213, 5.3775, -0.2255], [5.3352, 4.9178, -0.8813], [5.4155, 3.5622, -1.2280], [4.3938, 2.6945, -0.9266], [3.2445, 3.1457, -0.2519], [-0.9805, -3.4260, 1.9741], [-1.1446, -1.9767, 2.9979], [0.3046, -3.0079, 3.1401], [1.0647, -4.2817, 1.3428], [3.0459, -4.9695, 0.0658], [4.3492, -3.2944, -1.2152], [3.6055, -0.9282, -1.2332], [0.1225, 4.4947, 1.6707], [1.9699, 6.0158, 1.0860], [4.1377, 6.4208, 0.0553], [6.1441, 5.5920, -1.1292], [6.2923, 3.1923, -1.7447], [4.4645, 1.6535, -1.2081], [-4.9314, 1.7585, 2.1148], [-4.4585, 1.6315, 0.8753], [-4.4148, 2.8420, 0.3215], [-5.3592, 0.8954, 0.1747], [-3.0983, 0.8927, 0.8439], [-2.8760, 0.0723, 1.7276], [-2.4103, 1.1580, -0.1862], [-0.8204, -1.0579, -1.7826], [-2.2571, -1.8908, -1.3513], [-2.6842, -1.9944, -0.1025], [-3.9806, -2.5607, 0.2625], [-4.9238, -2.5016, -0.9245], [-4.2430, -3.1328, -2.1271], [-2.9455, -2.4964, -2.3270], [-2.2296, -1.4056, 0.5928], [-4.3572, -1.9828, 1.1047], [-3.8471, -3.5952, 0.5922], [-5.1692, -1.4608, -1.1434], [-5.8488, -3.0291, -0.6959], [-4.8300, -2.9853, -3.0324], [-4.1182, -4.2092, -1.9794], [-2.5960, -2.3542, -3.2592]],
  "forces_ev_per_angstrom": [[0.26, -0.15, -0.04], [-0.01, -0.01, -0.04], [0.01, 0.06, 0.02], [0.05, -0.05, 0.02], [-0.01, 0.04, 0.00], [-0.01, -0.02, 0.00], [0.02, 0.02, 0.00], [-0.08, -0.03, -0.08], [0.03, 0.02, 0.08], [-0.13, -0.01, -0.30], [0.02, 0.06, 0.37], [0.02, -0.11, -0.14], [-0.07, 0.01, 0.17], [0.01, 0.11, -0.16], [0.02, 0.01, -0.02], [-0.01, 0.00, 0.01], [-0.01, -0.01, 0.00], [0.00, -0.01, -0.01], [-0.01, 0.00, 0.01], [0.02, -0.01, -0.01], [-0.02, 0.01, 0.00], [0.04, 0.02, 0.00], [0.01, -0.01, 0.00], [-0.02, 0.00, 0.00], [0.00, 0.01, 0.01], [0.01, -0.01, 0.02], [0.00, 0.00, 0.00], [-0.01, -0.01, 0.00], [0.00, 0.01, -0.01], [0.00, 0.00, 0.00], [0.00, 0.00, 0.01], [0.00, 0.00, 0.00], [0.00, 0.00, 0.00], [0.00, 0.00, 0.00], [0.00, 0.00, 0.01], [-0.01, 0.01, 0.03], [-0.01, -0.04, -0.02], [0.00, 0.02, -0.01], [0.01, 0.01, 0.01], [-0.05, -0.14, -0.13], [0.04, 0.08, 0.14], [-0.04, 0.15, 0.13], [-0.06, 0.00, 0.01], [0.03, -0.08, 0.05], [-0.03, 0.06, -0.07], [0.01, -0.02, 0.03], [0.00, 0.01, -0.02], [0.01, -0.01, -0.01], [0.02, 0.01, 0.00], [-0.02, -0.01, -0.03], [0.00, 0.01, -0.01], [0.00, 0.00, 0.00], [0.00, 0.00, 0.00], [0.00, -0.01, 0.00], [0.00, -0.01, 0.00], [0.00, 0.00, 0.01], [-0.02, 0.02, 0.00]],
  "homo_lumo_gap_ev": 6.97,
  "relative_energy_kj_mol": 0.0,
  "multiplicity": 1
}